# 1
Formula: C6H11F2NO2
Source: the OMol25 dataset
Level of theory: ωB97M-V/def2-TZVPD

```
22
Properties=species:S:1:pos:R:3:forces:R:3
C 2.266 -0.283 0.716 -1.9 0.2 0.2
C 1.273 -0.406 -0.462 1.0 1.7 0.6
C -0.255 1.596 -0.183 0.4 0.9 1.1
C -1.521 0.752 -0.113 0.1 -1.2 -0.8
C -1.190 -0.609 -0.722 -0.7 -0.7 0.1
C 0.063 -1.186 -0.047 -0.8 -0.8 -1.4
H 2.366 -1.233 1.210 0.5 -0.4 0.2
H 3.172 0.108 0.353 1.4 0.3 -0.3
H 1.852 0.421 1.454 0.2 -0.2 -0.2
H 1.819 -0.856 -1.304 -0.6 -0.2 0.2
H 1.619 1.522 -1.080 -0.2 0.3 0.1
H 0.033 1.805 0.862 0.0 0.2 0.0
H -0.450 2.566 -0.672 0.1 -0.4 0.3
H -2.307 1.152 -0.733 -0.3 0.4 0.0
H -1.448 0.063 1.693 0.2 -0.1 0.4
H -1.003 -0.530 -1.806 0.1 -0.1 0.5
H -2.767 -1.183 0.213 -0.9 0.8 1.8
N 0.808 0.944 -0.921 0.2 -1.2 -0.6
O -2.124 0.465 1.150 0.0 1.4 -0.2
O -2.294 -1.459 -0.535 1.1 -1.1 -2.2
F -0.083 -1.123 1.330 0.1 -0.6 -0.2
F 0.172 -2.525 -0.404 0.2 1.0 0.7
```
Positions in Å, forces in eV/Å.

Charge: 0
Energy above the lowest of the compared OMol25 structures with the same formula, charge and spin (kJ/mol): 43.9
Energy (hartree): -640.17610
Structure (SMILES): C[C@@H]1NC[C@H](O)[C@H](O)C1(F)F
Molecular weight (Da): 167.15
Orbital gap (eV): 9.972

These are the natural (NBO) partial charges, in e, on atoms 1 to 6:
1 C -0.62
2 C -0.11
3 C -0.25
4 C 0.06
5 C 0.02
6 C 0.66



# 2
Formula: C6H11F3IN4O6PS
Source: the OMol25 dataset
Level of theory: ωB97M-V/def2-TZVPD

```
33
Properties=species:S:1:pos:R:3:forces:R:3
C 2.791 1.514 2.040 0.0 -0.1 -0.1
C 2.841 0.812 0.667 -0.3 0.2 0.3
C 2.462 1.745 -0.500 -0.1 -0.4 0.1
I 3.867 1.647 -2.089 0.0 0.1 -0.1
N 1.128 1.404 -0.998 -0.1 0.1 0.0
C 0.604 1.006 -2.160 0.2 -0.1 0.3
N -0.685 0.768 -2.068 0.0 0.1 -0.4
C -0.992 0.974 -0.791 -0.1 -0.2 0.0
N -2.195 0.718 -0.269 -0.1 0.5 0.1
P -2.650 0.871 1.341 -0.1 0.0 0.3
O -2.727 2.252 1.814 0.0 -0.1 0.0
O -1.571 0.039 2.157 0.3 0.1 -0.2
O -3.961 0.005 1.377 0.0 0.3 -0.3
N 0.078 1.410 -0.115 0.2 0.0 0.0
H 2.320 2.498 1.983 0.0 0.0 0.0
H 3.789 1.657 2.445 0.0 0.1 0.0
H 2.226 0.920 2.756 0.0 0.0 0.1
H 2.130 -0.015 0.670 0.1 -0.2 -0.2
H 3.824 0.389 0.497 0.0 -0.1 0.0
H 2.408 2.784 -0.184 0.2 0.1 -0.1
H 1.215 0.853 -3.032 0.0 0.1 -0.1
H -2.841 0.344 -0.952 0.2 -0.3 -0.1
H -1.175 0.600 2.835 -0.1 -0.1 0.2
H -4.042 -0.642 0.663 0.0 -0.3 0.2
H 0.192 1.670 0.851 0.0 -0.1 0.0
C -1.369 -4.101 -0.995 0.1 0.0 0.0
F -1.946 -4.599 -2.092 0.0 0.0 0.0
F -2.254 -4.182 0.009 0.0 0.0 0.0
F -0.323 -4.874 -0.687 0.0 0.0 0.0
S -0.847 -2.360 -1.263 -0.1 0.0 -0.1
O -2.114 -1.705 -1.557 -0.2 -0.1 0.0
O 0.085 -2.439 -2.362 0.0 0.1 0.0
O -0.267 -1.964 0.010 0.0 0.2 0.0
```
Positions in Å, forces in eV/Å.

Charge: 0
Energy (hartree): -2242.63163
Molecular weight (Da): 482.12
Orbital gap (eV): 8.437

These are the natural (NBO) partial charges, in e, on atoms 1 to 6:
1 C -0.62
2 C -0.47
3 C -0.15
4 I 0.19
5 N -0.20
6 C 0.30



# 3
Formula: C6H11F3NO2
Source: the OMol25 dataset
Level of theory: ωB97M-V/def2-TZVPD

```
23
Properties=species:S:1:pos:R:3:forces:R:3
C 0.864 -1.687 -0.325 -3.3 2.9 -2.1
C 2.813 0.863 0.500 -0.5 -0.4 -1.5
C -1.265 -0.534 0.840 -2.9 -0.4 -0.7
C 1.431 1.456 0.594 -0.5 2.4 3.0
C -2.812 -0.216 0.500 4.8 0.3 -3.6
C -0.274 -0.202 -0.229 2.7 -0.3 -0.8
N -0.847 -0.274 -1.758 -1.8 -0.2 3.8
O 0.775 -2.693 0.323 -0.1 -2.3 2.8
O 0.431 0.969 -0.301 -1.2 -2.1 -0.6
F 1.771 -1.335 -1.162 2.3 0.9 -1.3
F -2.796 1.108 0.246 -0.8 0.3 0.0
F -3.131 -0.837 -0.731 0.0 0.3 1.2
H 3.230 1.041 -0.530 -0.6 -1.1 0.7
H 3.533 1.421 1.069 -0.1 0.2 1.0
H 2.690 -0.174 0.887 0.9 0.6 -0.7
H -1.120 0.009 1.730 0.7 0.9 1.0
H -1.219 -1.565 1.108 0.2 -0.8 0.0
H 1.340 2.524 0.382 0.7 0.0 -0.5
H 1.100 1.535 1.691 0.0 -1.1 -1.4
H -3.496 -0.518 1.185 -2.1 -0.7 2.2
H -1.654 0.356 -1.741 0.0 0.0 -0.5
H -0.185 -0.021 -2.421 1.9 0.6 -1.5
H -1.180 -1.224 -1.857 -0.1 -0.3 -0.4
```
Positions in Å, forces in eV/Å.

Charge: +1
Spin multiplicity: 3
⟨S²⟩: 2.01
Energy (hartree): -739.55443
Molecular weight (Da): 186.15
Orbital gap (spin up / spin down) (eV): 6.885 / 7.710

These are the natural (NBO) partial charges, in e, on atoms 1 to 6:
1 C 0.50
2 C -0.65
3 C -0.57
4 C -0.09
5 C 0.59
6 C 0.50



# 4
Formula: C6H11FN3O2
Source: the OMol25 dataset
Level of theory: ωB97M-V/def2-TZVPD

```
23
Properties=species:S:1:pos:R:3:forces:R:3
C 1.202 0.150 -1.418 0.4 1.8 1.9
C 0.722 -0.971 1.524 1.3 1.3 0.4
C -0.042 -0.535 -1.832 -1.2 0.8 -2.9
C 1.250 0.150 0.992 1.0 1.5 1.5
C -1.285 0.804 -0.037 0.4 1.2 0.6
C -0.952 2.084 -0.709 2.3 -0.1 0.6
N 1.660 0.442 -0.297 -0.6 -0.6 0.6
N 0.572 -1.070 2.896 -0.6 -1.9 -0.3
N -1.183 -0.466 -0.912 1.8 0.1 3.6
O 0.319 -1.923 0.639 -0.3 -0.3 0.1
O -1.694 0.699 1.059 -0.5 -0.7 0.2
F 1.835 0.806 -2.375 0.0 -0.4 -1.9
H -0.480 -0.102 -2.825 1.4 -1.0 1.5
H 0.201 -1.563 -1.887 0.0 -1.2 -0.7
H 1.579 0.977 1.723 -0.5 -1.6 -1.1
H -1.783 2.711 -0.542 -0.7 1.1 0.3
H -0.831 1.917 -1.743 0.1 0.1 -1.4
H 0.059 2.540 -0.355 -2.0 -0.8 -0.2
H 0.672 -0.190 3.368 0.2 -0.1 0.3
H 0.799 -1.946 3.419 -0.3 1.4 -0.8
H -2.044 -0.450 -1.347 -2.3 -0.4 -1.8
H -1.157 -1.257 -0.214 0.1 0.6 -0.6
H 0.579 -2.808 0.874 0.2 -0.7 0.4
```
Positions in Å, forces in eV/Å.

Charge: +1
Energy above the lowest of the compared OMol25 structures with the same formula, charge and spin (kJ/mol): 181.9
Energy (hartree): -649.51740
Structure (SMILES): CC(=O)[NH2+]C/C(F)=N\C=C(\N)O
Molecular weight (Da): 176.17
Orbital gap (eV): 8.376

These are the natural (NBO) partial charges, in e, on atoms 1 to 6:
1 C 0.58
2 C 0.46
3 C -0.33
4 C -0.22
5 C 0.74
6 C -0.75